Entry 1:
A 2-piece molecular cluster, C2H9NO overall at a distorted geometry. Source: the OMol25 dataset; level of theory: wB97M-V/def2-TZVPD.

Its HOMO energy is -9.497 eV. For the largest force on an atom, the calculation gives 0.03437 hartree/bohr. The LUMO energy comes out at 0.799 eV. The calculated total energy comes out at -5757.1383 eV. Its HOMO-LUMO gap is 10.30 eV. As for the SMILES: CCN.O. The energy above the lowest of the compared OMol25 structures with the same formula, charge and spin is 8.88 kcal/mol.

Structure (XYZ):
```
13
Properties=species:S:1:pos:R:3:forces:R:3
C -0.681325 1.046092 0.380195 1.47 -0.66 0.45
C -1.050357 0.250068 -0.869964 0.03 -0.28 -0.47
N -0.474624 -1.124336 -1.026888 -0.70 1.42 0.79
H -1.147069 0.613885 1.271642 -0.31 0.37 -0.05
H -0.796415 2.134333 0.313749 -0.55 -0.33 -0.04
H 0.400418 0.922029 0.566934 -0.21 0.14 -0.18
H -0.639053 0.776619 -1.737438 -0.80 0.21 -0.05
H -2.143259 0.127930 -0.859607 0.27 0.31 -0.63
H -0.643765 -1.547952 -0.117690 0.57 -0.55 -0.21
H 0.513935 -0.969446 -1.192251 0.15 -0.55 0.38
O 2.301464 -0.701332 0.722242 0.98 -0.01 -0.39
H 1.435046 -0.715896 1.100301 -0.74 -0.07 0.47
H 2.925003 -0.811989 1.448770 -0.15 0.00 -0.06
```
Forces are in eV/Å.

=====

Entry 2:
A 2-piece molecular cluster, C2H9NO2 overall at a distorted geometry. Source: the OMol25 dataset; level of theory: wB97M-V/def2-TZVPD.

Its HOMO energy is -9.212 eV. For the largest force on an atom, the calculation gives 0.03046 hartree/bohr. The LUMO energy comes out at 0.631 eV. The calculated total energy comes out at -7804.3557 eV. Its HOMO-LUMO gap is 9.84 eV. As for the SMILES: NCCO.O. The energy above the lowest of the compared OMol25 structures with the same formula, charge and spin is 8.54 kcal/mol.

Structure (XYZ):
```
14
Properties=species:S:1:pos:R:3:forces:R:3
N -0.267549 -1.127096 -0.258972 -0.27 -0.28 -0.05
C 0.354346 0.048235 -0.872984 -1.02 -1.03 -0.61
C -0.772768 1.026694 -1.211050 0.25 0.29 0.82
O -0.332041 2.351665 -1.465362 -0.08 -0.11 -0.56
H -1.019338 -0.915494 0.383205 0.22 0.25 0.13
H 0.391854 -1.727616 0.211022 0.09 0.09 -0.12
H 0.743038 -0.352335 -1.814592 0.55 0.52 0.08
H 1.142975 0.488852 -0.266163 0.08 0.31 0.09
H -1.457771 1.066785 -0.351039 -0.05 -0.15 -0.10
H -1.328057 0.677057 -2.077089 -0.02 0.03 -0.06
H 0.470989 2.504645 -0.970961 0.21 0.07 0.22
O 0.571606 -1.027692 2.709227 0.14 0.22 0.54
H 0.635278 -1.914724 2.353064 0.02 -0.21 0.06
H 0.867438 -1.098974 3.631694 -0.14 -0.01 -0.44
```
Forces are in eV/Å.

=====

Entry 3:
A 3-piece molecular cluster, C2H9NO2 overall at a distorted geometry. Source: the OMol25 dataset; level of theory: wB97M-V/def2-TZVPD.

Its HOMO energy is -8.060 eV. For the largest force on an atom, the calculation gives 0.08497 hartree/bohr. The LUMO energy comes out at 0.600 eV. The calculated total energy comes out at -7803.2783 eV. Its HOMO-LUMO gap is 8.66 eV. As for the SMILES: C=CN.O.O. The energy above the lowest of the compared OMol25 structures with the same formula, charge and spin is 33.38 kcal/mol.

Structure (XYZ):
```
14
Properties=species:S:1:pos:R:3:forces:R:3
C -1.079603 -0.072045 0.678778 0.56 -4.22 0.96
C -0.759325 -1.433431 0.751478 -0.64 3.06 -1.84
N 0.094665 -2.104925 -0.063600 1.17 2.64 -1.62
H -0.673409 0.607128 -0.066826 -0.16 0.01 0.53
H -1.780553 0.077602 1.481218 -0.30 1.31 -0.29
H -1.337394 -2.157140 1.289050 -0.24 0.26 1.05
H 0.598115 -1.676249 -0.852586 -0.53 -0.21 1.03
H 0.150242 -3.052434 -0.015193 0.17 -2.85 0.16
O 3.566538 4.507973 2.228913 1.98 -0.81 2.81
H 3.857235 3.576567 2.442800 -1.18 1.65 -1.38
H 3.049008 4.723452 1.485601 -0.80 -0.84 -1.43
O -1.965756 -0.591188 -3.291096 1.67 -2.70 1.57
H -1.162174 -1.019166 -2.793800 -2.08 1.52 -1.35
H -2.557590 -1.386143 -3.274737 0.39 1.18 -0.20
```
Forces are in eV/Å.

=====

Entry 4:
C2H9NO2SSi in the gas phase at a distorted geometry. Source: the OMol25 dataset; level of theory: wB97M-V/def2-TZVPD.

Its HOMO energy is -8.712 eV. For the largest force on an atom, the calculation gives 0.08649 hartree/bohr. The LUMO energy comes out at 0.223 eV. The calculated total energy comes out at -26514.1031 eV. Its HOMO-LUMO gap is 8.93 eV. As for the SMILES: CC=[S@](N)(=O)O[SiH3]. The energy above the lowest of the compared OMol25 structures with the same formula, charge and spin is 26.26 kcal/mol.

Structure (XYZ):
```
16
Properties=species:S:1:pos:R:3:forces:R:3
C 2.388205 -0.510755 0.533336 3.79 -1.07 2.06
C 1.532997 -1.408039 -0.201963 -3.68 1.61 0.08
S -0.104959 -0.799431 -0.303109 -0.67 -1.41 0.51
N -0.591726 -0.783701 1.315515 -0.23 1.16 0.12
O -0.937317 -1.634580 -1.114952 -0.29 -0.23 -0.39
O -0.764683 0.790256 -0.587755 1.44 -0.65 -0.12
Si -2.091746 1.761095 -0.827542 0.03 -0.80 -1.17
H 2.305741 -0.779676 1.582833 -0.25 0.77 0.51
H 3.494554 -0.801014 0.365034 -1.60 0.51 -0.18
H 2.312475 0.533536 0.339893 -0.06 0.84 0.01
H 1.864483 -1.537992 -1.168078 0.39 -0.65 -2.53
H -1.588664 -1.024423 1.465827 0.75 -0.49 -0.78
H -0.639943 0.232765 1.428103 0.27 -0.13 0.77
H -3.131415 0.984809 -1.764374 0.90 0.97 1.28
H -2.559353 2.069472 0.599465 -0.05 0.09 -1.02
H -1.488649 2.907680 -1.662235 -0.73 -0.50 0.85
```
Forces are in eV/Å.

=====

Entry 5:
A 3-piece molecular cluster, C2H9NO3 overall at a distorted geometry. Source: the OMol25 dataset; level of theory: wB97M-V/def2-TZVPD.

Its HOMO energy is -9.709 eV. For the largest force on an atom, the calculation gives 0.07053 hartree/bohr. The LUMO energy comes out at 0.706 eV. The calculated total energy comes out at -9852.0881 eV. Its HOMO-LUMO gap is 10.42 eV. As for the SMILES: CNC=O.O.O. The energy above the lowest of the compared OMol25 structures with the same formula, charge and spin is 35.94 kcal/mol.

Structure (XYZ):
```
15
Properties=species:S:1:pos:R:3:forces:R:3
C 1.785612 -0.256782 0.551193 0.29 2.03 -1.06
N 0.852928 -0.345304 1.618351 -1.33 0.72 1.40
C -0.438119 0.167212 1.650760 0.87 -3.49 0.45
O -1.202833 0.094782 0.723831 -0.34 1.55 -0.63
H 2.409716 0.664781 0.662202 0.16 -0.83 0.35
H 1.217667 0.049757 -0.335813 0.08 -0.96 -0.07
H 2.416262 -1.130478 0.402063 -0.31 -0.03 -0.06
H 1.112431 -0.652929 2.539813 0.70 0.29 -0.03
H -0.775715 0.204992 2.706905 -0.10 0.70 -0.21
O -2.585315 1.533649 -1.314806 0.03 -0.32 0.01
H -2.268690 0.968038 -0.592873 0.02 -0.11 -0.14
H -2.460815 2.411375 -0.962249 -0.02 0.44 0.02
O 0.027686 -1.311340 -2.152708 -0.02 0.51 -0.35
H 0.097032 -1.916809 -2.890840 0.06 -0.41 -0.10
H -0.187846 -0.480946 -2.605830 -0.09 -0.10 0.43
```
Forces are in eV/Å.

=====

Entry 6:
A 3-piece molecular cluster, C2H9NO4 overall at a distorted geometry. Source: the OMol25 dataset; level of theory: wB97M-V/def2-TZVPD.

Its HOMO energy is -10.453 eV. For the largest force on an atom, the calculation gives 0.06680 hartree/bohr. The LUMO energy comes out at 0.625 eV. The calculated total energy comes out at -11899.8519 eV. Its HOMO-LUMO gap is 11.08 eV. As for the SMILES: O=CNCO.O.O. The energy above the lowest of the compared OMol25 structures with the same formula, charge and spin is 22.54 kcal/mol.

Structure (XYZ):
```
16
Properties=species:S:1:pos:R:3:forces:R:3
O -2.131974 -0.172612 1.152880 2.08 1.57 1.15
C -1.034230 0.227801 1.594320 -0.52 -2.09 -0.57
N 0.163984 -0.363802 1.221682 -0.06 0.74 -1.61
C 0.336411 -1.018549 -0.084241 -2.63 -2.21 0.08
O 0.835744 -0.266285 -1.164492 -0.02 0.68 0.54
H -0.881691 0.934183 2.441178 -0.49 -0.13 -0.49
H 1.051267 0.049043 1.454500 -0.06 0.64 0.77
H -0.677466 -1.521709 -0.304951 1.41 1.15 0.00
H 0.990987 -1.881679 0.050742 0.41 0.45 -0.04
H 0.243488 0.474568 -1.386170 -0.21 -0.69 0.15
O 2.879437 1.471366 0.111407 2.78 -0.30 -0.17
H 3.879313 1.301675 -0.066639 -2.78 0.46 0.43
H 2.434441 1.205263 -0.699370 -0.03 -0.31 -0.09
O -2.385517 -0.351633 -1.579390 0.03 -0.06 2.65
H -2.704835 -0.193840 -0.617519 0.91 -0.46 -2.05
H -2.999366 0.106212 -2.123932 -0.83 0.56 -0.74
```
Forces are in eV/Å.

=====

Entry 7:
A 3-piece molecular cluster, C2H9NO4 overall at a distorted geometry. Source: the OMol25 dataset; level of theory: wB97M-V/def2-TZVPD.

Its HOMO energy is -10.217 eV. For the largest force on an atom, the calculation gives 0.08200 hartree/bohr. The LUMO energy comes out at 0.630 eV. The calculated total energy comes out at -11899.5572 eV. Its HOMO-LUMO gap is 10.85 eV. As for the SMILES: O=CNCO.O.O. The energy above the lowest of the compared OMol25 structures with the same formula, charge and spin is 29.33 kcal/mol.

Structure (XYZ):
```
16
Properties=species:S:1:pos:R:3:forces:R:3
O 0.491418 -1.978243 1.319505 -0.59 1.09 -0.74
C 0.961343 -0.846844 1.335033 2.24 1.13 2.21
N 0.528404 0.371671 0.859387 -2.84 -3.05 -0.63
C -0.787288 0.405522 0.136129 0.53 0.87 -0.07
O -0.583586 0.498151 -1.285972 -0.25 -2.06 0.69
H 1.903003 -0.727587 1.999295 -0.89 0.16 -1.18
H 1.019358 1.244486 0.829102 0.69 0.09 0.34
H -1.407099 -0.473763 0.314208 0.64 0.29 0.47
H -1.362968 1.259968 0.523963 0.45 0.05 -0.51
H -0.621796 -0.502066 -1.522251 -0.13 2.28 0.26
O 1.058277 2.637558 -0.674749 -0.99 1.27 -0.02
H 0.259110 3.219035 -0.843503 1.47 -1.27 0.14
H 0.899749 1.804414 -1.143858 -0.42 0.24 -0.27
O -1.073130 -2.071718 -0.890261 1.52 -2.76 1.59
H -1.159297 -2.462442 0.061781 0.08 1.23 -2.21
H -0.125499 -2.378140 -1.017808 -1.51 0.42 -0.08
```
Forces are in eV/Å.

=====

Entry 8:
A 3-piece molecular cluster, C2H9NO4 overall at a distorted geometry. Source: the OMol25 dataset; level of theory: wB97M-V/def2-TZVPD.

Its HOMO energy is -10.022 eV. For the largest force on an atom, the calculation gives 0.02528 hartree/bohr. The LUMO energy comes out at 0.523 eV. The calculated total energy comes out at -11900.6374 eV. Its HOMO-LUMO gap is 10.55 eV. As for the SMILES: CNC(=O)O.O.O. The energy above the lowest of the compared OMol25 structures with the same formula, charge and spin is 4.43 kcal/mol.

Structure (XYZ):
```
16
Properties=species:S:1:pos:R:3:forces:R:3
C 0.175433 -1.063951 -1.469233 -0.13 0.36 -0.11
N 1.053430 0.022813 -1.009283 0.64 -0.52 0.81
C 1.508323 -0.021741 0.282313 -0.99 -0.84 -0.02
O 1.525938 0.882631 1.078778 0.65 0.69 0.00
O 1.818100 -1.295708 0.657778 -0.41 0.06 -0.26
H 0.702834 -1.812056 -2.047870 0.14 0.01 -0.23
H -0.649210 -0.641824 -2.045087 0.20 0.03 -0.16
H -0.284833 -1.564116 -0.623098 0.05 0.06 0.15
H 0.980978 0.958661 -1.353157 -0.43 0.10 -0.25
H 1.467517 -1.387628 1.553857 0.41 0.00 0.17
O -0.881639 2.195501 0.696390 -0.53 0.08 -0.10
H -0.636194 2.568634 -0.161463 0.19 -0.07 0.54
H -0.092014 2.151188 1.258563 0.06 -0.08 -0.57
O -2.002532 -0.550970 1.290987 -0.25 -0.61 0.02
H -1.769342 0.270040 0.860174 0.26 0.76 -0.10
H -2.916790 -0.711475 1.030353 0.13 -0.02 0.10
```
Forces are in eV/Å.